No. 1
Here is a molecular structure, C41H37GaN2O5P2 from OMol25. Energies are from the ωB97M-V functional and the def2-TZVPD basis.

Geometry as XYZ:
```
88
Properties=species:S:1:pos:R:3:forces:R:3
Ga 0.8456 0.5769 -0.6341 0.1 0.2 0.0
C 0.0169 -4.8225 2.9617 0.0 0.0 0.0
C -0.9283 -3.6652 2.6064 0.0 0.1 0.0
C -2.3008 -3.8985 3.2578 0.0 0.0 0.0
C -0.3474 -2.3588 3.1272 0.0 0.1 0.1
C -0.1357 -2.1537 4.4901 0.0 0.0 0.0
C 0.3477 -0.9571 4.9955 0.0 0.0 0.0
C 0.6370 0.0876 4.1347 0.0 -0.1 0.0
C 0.4660 -0.0863 2.7637 0.0 0.1 0.2
P 0.6972 1.2828 1.6248 -0.1 0.1 0.0
C -0.6688 2.4268 1.8926 -0.1 -0.1 0.1
C -0.5287 3.5670 2.6791 0.0 0.0 0.0
C -1.6353 4.3669 2.9377 0.0 -0.1 0.0
C -2.8772 4.0185 2.4306 0.0 0.0 0.0
C -3.0225 2.8704 1.6598 0.0 0.0 0.0
C -1.9228 2.0771 1.3880 0.0 0.0 0.0
C 2.2443 2.1287 1.9639 0.1 -0.1 -0.1
C 2.4883 3.3355 1.3011 0.0 0.0 0.0
C 3.7202 3.9563 1.4231 0.0 0.0 0.0
C 4.7158 3.3703 2.1957 0.0 0.0 0.0
C 4.4834 2.1640 2.8369 0.0 0.0 0.0
C 3.2531 1.5337 2.7165 0.0 0.0 0.0
C -0.0225 -1.3032 2.2950 -0.1 -0.1 -0.2
O -0.1874 -1.3669 0.9289 0.0 0.0 0.0
C -0.7220 -2.4924 0.3508 0.0 0.1 0.1
C -0.8468 -2.4355 -1.0356 0.0 -0.2 -0.1
C -1.3757 -3.5326 -1.7131 0.0 0.0 0.1
C -1.7801 -4.6453 -0.9977 0.0 0.0 0.0
C -1.6318 -4.6682 0.3809 0.0 0.0 0.0
C -1.0955 -3.5981 1.0953 0.0 -0.1 -0.1
P -0.2114 -1.0447 -1.9705 0.0 0.0 -0.1
C 0.9273 -1.6951 -3.1981 0.0 -0.1 0.0
C 0.5788 -1.7613 -4.5447 0.0 0.0 -0.1
C 1.4563 -2.3344 -5.4546 0.0 0.0 0.1
C 2.6694 -2.8466 -5.0206 0.0 0.0 0.0
C 3.0101 -2.7986 -3.6744 0.0 0.0 0.0
C 2.1421 -2.2279 -2.7602 0.0 0.0 0.0
C -1.5521 -0.1951 -2.8100 -0.1 0.0 0.0
C -1.2426 0.7439 -3.7971 0.0 0.1 0.0
C -2.2575 1.4628 -4.4045 0.0 0.0 0.0
C -3.5790 1.2584 -4.0208 0.0 0.0 0.0
C -3.8863 0.3361 -3.0335 0.0 0.0 0.0
C -2.8751 -0.3953 -2.4240 0.0 0.0 0.0
H 0.1396 -4.8971 4.0414 0.0 0.0 0.0
H 1.0007 -4.6863 2.5131 0.0 0.0 0.0
H -0.3899 -5.7715 2.6151 0.0 0.0 0.0
H -2.2051 -3.9700 4.3401 0.0 0.0 0.0
H -2.7370 -4.8333 2.9094 0.0 0.0 0.0
H -2.9929 -3.0885 3.0277 0.0 0.0 0.0
H -0.3690 -2.9534 5.1800 0.0 0.0 0.0
H 0.4859 -0.8375 6.0600 0.0 0.0 0.0
H 0.9908 1.0315 4.5279 0.0 0.0 0.0
H 0.4308 3.8315 3.1004 0.1 0.0 0.0
H -1.5253 5.2520 3.5481 0.0 0.0 0.0
H -3.7387 4.6341 2.6485 0.0 0.0 0.0
H -3.9955 2.5967 1.2759 0.0 0.0 0.0
H -2.0466 1.1847 0.7821 0.0 0.0 0.0
H 1.7128 3.8007 0.7022 0.0 0.0 0.0
H 3.9027 4.8981 0.9253 0.0 0.0 0.0
H 5.6766 3.8560 2.2921 0.0 0.0 0.0
H 5.2636 1.7088 3.4302 0.0 0.0 0.0
H 3.0896 0.5822 3.2033 0.0 0.0 0.0
H -1.4594 -3.5218 -2.7922 0.0 0.0 0.0
H -2.1952 -5.5004 -1.5108 0.0 0.0 0.0
H -1.9379 -5.5539 0.9213 0.0 0.0 0.0
H -0.3697 -1.3735 -4.8904 0.0 0.0 0.0
H 1.1877 -2.3833 -6.5002 0.0 0.0 0.0
H 3.3490 -3.2936 -5.7326 0.0 0.0 0.0
H 3.9511 -3.2115 -3.3388 0.0 0.0 0.0
H 2.4124 -2.2165 -1.7093 0.0 0.0 0.0
H -0.2142 0.9030 -4.1013 0.0 0.0 0.0
H -2.0218 2.1700 -5.1880 0.0 0.0 0.0
H -4.3708 1.8134 -4.5046 0.0 0.0 0.0
H -4.9157 0.1731 -2.7461 0.0 0.0 0.0
H -3.1206 -1.1245 -1.6630 0.0 0.0 0.0
C -1.2959 4.2031 -1.6214 0.0 0.0 0.0
C -0.1179 3.2973 -1.7569 -0.1 0.0 0.0
N 0.9350 3.7035 -2.4414 0.1 0.0 0.0
O -0.1629 2.1748 -1.1919 -0.1 0.1 0.0
H -1.3199 4.9662 -2.3954 0.0 0.0 0.0
H -1.2353 4.6900 -0.6447 0.0 0.0 0.0
H -2.2080 3.6108 -1.6434 0.0 0.0 0.0
H 0.9376 4.6141 -2.8738 0.0 -0.1 0.0
H 1.7591 3.1154 -2.5119 -0.1 0.1 0.0
O 2.2913 1.1768 -1.9414 0.1 0.1 0.1
N 3.2347 0.5260 -1.3223 -0.7 0.0 0.2
O 4.3490 0.5057 -1.6744 0.6 0.0 -0.2
O 2.7791 -0.0833 -0.2917 0.1 -0.3 0.0
```
Positions in Å, forces in eV/Å.

Computed properties:
charge = +2
M = 769.43 g mol⁻¹
total energy = -127276.536 eV
LUMO level = -4.89 eV

No. 2
Here is a molecular structure, C41H37N7OS3SbSe4V at a distorted geometry from OMol25. Energies are from the ωB97M-V functional and the def2-TZVPD basis.

Geometry as XYZ:
```
95
Properties=species:S:1:pos:R:3:forces:R:3
V 0.8729 1.2096 -0.2441 0.6 -5.3 -3.0
Se 5.7374 5.4349 0.4950 -0.5 -0.3 -0.1
Sb 4.9796 3.5393 -0.7841 1.9 0.8 0.0
Se 2.5615 2.7687 -0.2796 1.4 1.9 0.1
Se 0.3952 3.0747 0.7202 -0.2 4.7 1.6
Se 7.0629 2.3236 -1.4170 -0.7 -0.2 0.1
N 0.5495 1.2661 -2.1443 -1.5 -1.0 0.6
S -0.7975 0.5807 -1.8219 -0.5 2.3 0.4
N -0.9534 -0.0118 -0.3674 0.0 -0.7 -2.7
S -1.1699 0.8072 1.2440 -1.2 -0.3 2.3
N 0.1657 0.3987 2.2684 0.5 -0.1 -0.6
S 1.4182 -0.4874 1.6939 -1.0 0.2 -0.2
N 1.6590 -0.6100 0.2261 0.2 -0.1 1.5
C 2.8476 0.2960 2.4476 -0.2 0.5 0.1
C 2.7104 1.4038 3.2727 -0.1 -0.1 0.1
C 3.7859 2.2625 3.4499 0.1 -0.1 0.1
C 5.0033 1.9866 2.8446 -0.1 0.0 -0.2
C 5.1418 0.8644 2.0345 0.0 0.0 0.1
C 4.0549 0.0365 1.8095 0.0 -0.2 0.0
C 1.1929 -2.0460 2.5417 -0.2 0.0 0.0
C 1.0474 -3.1839 1.7713 0.2 0.0 -0.1
C 0.6700 -4.3719 2.3858 0.0 0.0 0.0
C 0.4225 -4.3967 3.7487 0.0 0.0 0.1
C 0.5611 -3.2404 4.5115 0.0 0.0 0.0
C 0.9486 -2.0561 3.9095 0.1 0.0 -0.1
C -2.4366 2.0586 2.2923 0.4 0.1 0.1
C -3.7220 1.9572 1.7643 0.0 -0.1 0.2
C -4.5908 3.0421 1.7709 0.1 -0.1 -0.1
C -4.1654 4.2691 2.2571 0.0 0.1 0.1
C -2.8859 4.3878 2.7855 0.0 -0.1 0.0
C -2.0360 3.2885 2.8098 0.0 -0.1 0.2
C -2.1251 -0.6513 1.9169 0.4 -0.2 -0.3
C -2.1922 -1.8496 1.2267 -0.2 -0.1 -0.2
C -2.6669 -3.0007 1.8536 0.0 0.2 0.0
C -3.0490 -2.9638 3.1821 0.0 -0.1 0.0
C -2.9426 -1.7701 3.8873 0.0 0.0 -0.1
C -2.4763 -0.6266 3.2637 -0.1 0.1 0.0
C -1.5013 -0.4201 -3.1349 0.3 -0.4 0.3
C -0.9085 -0.3054 -4.3797 0.0 -0.1 0.0
C -1.3806 -1.0987 -5.4145 0.0 0.1 0.0
C -2.4358 -1.9760 -5.1951 0.0 0.0 0.0
C -3.0243 -2.0653 -3.9406 0.0 0.1 0.0
C -2.5532 -1.2834 -2.8948 0.0 -0.1 0.0
C -1.9901 1.9693 -2.0178 -0.4 -0.4 0.3
C -1.4876 3.2137 -2.3501 0.0 0.2 0.0
C -2.3431 4.3074 -2.4156 0.0 -0.1 0.0
C -3.7005 4.1426 -2.1843 0.0 0.1 0.0
C -4.2041 2.8891 -1.8637 0.0 0.0 0.0
C -3.3458 1.8074 -1.7560 0.1 0.0 -0.1
H 1.7492 1.6172 3.7203 0.0 0.1 -0.1
H 3.6652 3.1624 4.0385 0.0 0.0 0.0
H 5.8291 2.6799 2.9346 0.0 0.0 0.1
H 6.0808 0.6820 1.5294 0.0 0.0 -0.1
H 4.1098 -0.7693 1.0884 0.0 0.0 0.0
H 1.2173 -3.1127 0.7023 0.0 0.0 0.0
H 0.5469 -5.2699 1.7933 0.0 0.0 0.0
H 0.0956 -5.3141 4.2226 0.0 0.0 0.0
H 0.3453 -3.2582 5.5723 0.0 0.0 0.0
H 1.0377 -1.1389 4.4778 0.0 0.0 0.0
H -4.0501 1.0061 1.3507 -0.1 0.0 0.0
H -5.5897 2.9329 1.3627 0.0 0.0 0.0
H -4.8286 5.1252 2.2308 0.0 0.0 0.0
H -2.5374 5.3403 3.1684 0.0 0.0 0.0
H -1.0457 3.4007 3.2371 0.0 0.0 -0.1
H -1.8497 -1.9072 0.2038 0.1 0.1 0.0
H -2.7059 -3.9267 1.2933 0.0 0.0 0.0
H -3.4032 -3.8619 3.6739 0.0 0.0 0.0
H -3.2063 -1.7303 4.9371 0.0 0.0 0.0
H -2.3758 0.2907 3.8255 0.0 0.0 0.0
H -0.0619 0.3598 -4.5004 0.0 0.0 0.0
H -0.9103 -1.0423 -6.3882 0.0 0.0 0.0
H -2.7942 -2.6019 -6.0030 0.0 0.0 0.0
H -3.8420 -2.7543 -3.7702 0.0 0.0 0.0
H -2.9763 -1.3704 -1.9019 0.1 0.0 0.0
H -0.4262 3.3275 -2.5170 0.1 -0.1 0.0
H -1.9355 5.2858 -2.6350 0.0 0.0 0.0
H -4.3668 4.9948 -2.2417 0.0 0.0 0.0
H -5.2637 2.7559 -1.6837 0.0 0.0 0.1
H -3.7235 0.8361 -1.4600 -0.1 0.0 0.0
C 1.5435 -4.1610 -2.7443 0.0 0.0 0.0
N 2.2777 -2.9206 -2.9147 0.2 0.1 0.1
C 3.5300 -2.9310 -3.4386 -0.1 -0.1 0.1
C 4.2636 -1.8109 -3.5633 0.3 0.2 0.0
C 3.6560 -0.5963 -3.0899 -0.1 -0.2 -0.1
N 2.4352 -0.5729 -2.6235 -0.1 -0.5 0.0
C 1.6787 -1.6936 -2.5188 0.0 0.0 -0.1
O 0.5168 -1.7232 -2.1265 0.5 -0.4 -0.3
N 4.3044 0.5796 -3.1441 -0.1 0.0 -0.2
H 1.2212 -4.5652 -3.7062 0.0 0.0 0.0
H 0.6614 -3.9432 -2.1505 0.0 0.0 0.0
H 2.1619 -4.8964 -2.2280 0.0 0.0 0.0
H 3.9001 -3.9019 -3.7444 0.0 0.0 0.0
H 5.2565 -1.8204 -3.9878 0.0 -0.1 0.0
H 5.2928 0.6755 -3.2953 0.1 -0.1 0.1
H 3.8124 1.3716 -2.7653 -0.1 0.1 0.1
```
Positions in Å, forces in eV/Å.

Computed properties:
charge = -1
M = 1228.54 g mol⁻¹
multiplicity = 4
expectation value of S² = 3.824
total energy = -381703.997 eV
energy relative to the best compared isomer or geometry (same formula, charge and spin) = 123.85 kcal per mole
LUMO level (spin up / spin down) = 1.49 / 0.44 eV